C38H50N5NaO4 | ωB97M-V/def2-TZVPD

ORCA input file:
```
! wB97M-V def2-TZVPD RIJCOSX def2/J DEFGRID3
* xyz 0 1
Na -0.4487 -0.5967 -0.1202
C 1.6674 -4.5228 -5.5680
C 0.9027 -3.7371 -4.5414
C 0.0170 -2.7274 -4.9344
C -0.6185 -2.0550 -3.9198
C -1.4568 -0.8746 -3.4585
N -2.8360 -0.6764 -3.7473
C -3.6504 -1.8877 -3.8046
C -5.1335 -1.5684 -3.9630
C -5.8507 -1.0879 -2.7081
N -5.2470 0.1372 -2.1923
C -4.5088 0.2072 -1.0869
C -4.6050 -0.5331 0.0770
C -5.7760 -1.2026 0.5498
C -5.8001 -1.8185 1.7584
C -7.0314 -2.4580 2.3197
C -4.5835 -1.8454 2.5188
C -3.4223 -1.2601 2.1254
C -2.1986 -1.5043 2.9036
N -1.0345 -1.4494 2.4119
C 0.0623 -1.8680 3.2557
C 0.7081 -3.1317 2.7002
C 1.5239 -2.9449 1.4288
N 0.7186 -2.7352 0.2312
C 1.0598 -3.4131 -0.7828
C 0.5273 -3.2440 -2.1362
C 1.1395 -3.9535 -3.1841
C -0.4022 -2.3339 -2.5977
O -1.2668 -1.3906 -2.0638
C -3.3861 -0.5096 0.8699
O -2.3647 0.0600 0.4719
H 1.0604 -4.7317 -6.4498
H 2.0008 -5.4773 -5.1617
H 2.5538 -3.9803 -5.9011
H -0.1240 -2.4939 -5.9825
H -0.9105 0.0674 -3.5271
H -2.9241 -0.1264 -4.5944
H -3.4798 -2.4352 -2.8746
H -3.3370 -2.5505 -4.6218
H -5.6493 -2.4730 -4.2969
H -5.2751 -0.8460 -4.7761
H -5.7846 -1.8400 -1.9229
H -6.9100 -0.9208 -2.9185
H -4.9317 0.7663 -2.9145
H -3.7069 0.9334 -1.1294
H -6.6863 -1.1546 -0.0376
H -7.8576 -2.3951 1.6114
H -7.3521 -1.9765 3.2456
H -6.8733 -3.5144 2.5487
H -4.5874 -2.3961 3.4561
H -2.3560 -1.8307 3.9437
H -0.2729 -2.0385 4.2912
H 0.8020 -1.0624 3.2704
H -0.0632 -3.8917 2.5444
H 1.3819 -3.5276 3.4656
H 2.1810 -3.8149 1.2851
H 2.1598 -2.0577 1.5348
H 1.8627 -4.1598 -0.7149
H 1.8831 -4.6946 -2.9114
C -2.2411 3.0637 -1.7330
C -1.1348 3.2165 -0.7203
C 0.1810 3.3355 -1.1760
C 0.5064 3.1792 -2.6373
C 1.2277 3.5169 -0.2695
C 2.6251 3.6593 -0.8106
C 0.9710 3.5191 1.1038
C 2.0977 3.6039 2.1039
C -0.3443 3.3866 1.5590
C -0.6483 3.4018 3.0347
C -1.3956 3.2165 0.6519
C -2.7797 3.0089 1.2117
H -3.2239 3.2598 -1.3101
H -2.2505 2.0616 -2.1763
H -2.1121 3.7635 -2.5604
H 0.7561 4.1310 -3.1176
H -0.3196 2.7448 -3.1937
H 1.3541 2.5082 -2.7687
H 3.0614 2.6815 -1.0371
H 3.2946 4.1722 -0.1244
H 2.6313 4.2264 -1.7407
H 2.2120 4.6093 2.5203
H 3.0523 3.3236 1.6663
H 1.9315 2.9298 2.9443
H -1.5624 3.9561 3.2483
H 0.1468 3.8624 3.6151
H -0.7999 2.3912 3.4272
H -3.1943 3.9353 1.6218
H -2.7620 2.2800 2.0214
H -3.4854 2.6334 0.4773
N 2.8662 0.4155 0.9372
C 3.3203 0.0402 -0.4016
C 2.1485 -0.0325 -1.4048
O 2.3645 -0.5781 -2.4966
O 1.0602 0.4736 -1.0150
H 2.0632 1.0286 0.8171
H 3.5858 0.9333 1.4296
H 3.7979 -0.9435 -0.3864
H 4.0588 0.7305 -0.8317
*
```

Output
HOMO energy   -7.52 eV
Energy above the lowest of the compared OMol25 structures with the same formula, charge and spin   29.5 kcal per mole
Strongest force on any atom   0.75 eV Å⁻¹
LUMO   -0.5 eV
Frontier orbital gap   7.03 eV
Calculated total energy   -2215.0817 Ha